i | DFT (ωB97M-V/def2-TZVPD) results for C10H11N3OS in the gas phase.

Calculated values
Molar mass, u: 221.29
LUMO energy, eV: 0.547

```
! wB97M-V def2-TZVPD RIJCOSX def2/J DEFGRID3
* xyz 0 1
O 0.02432 -1.34293 2.19766
N 0.42986 -0.15080 -1.18872
S -0.22796 -2.78123 -1.75482
C 0.34492 -1.23137 1.02904
C 0.49818 -1.10026 -1.93771
C -1.61590 3.44722 1.26547
C -0.84182 2.77681 2.20045
C -1.87520 2.94145 -0.01103
C -0.31603 1.51150 1.84618
C -1.29340 1.80527 -0.37956
C -0.60081 0.98979 0.54244
N 1.05600 -0.95250 -3.09949
N 0.04012 -0.22689 0.11667
C 0.91470 -3.26946 -0.33370
C 1.44628 -2.22151 0.58706
H -2.08540 4.40911 1.49683
H -0.63641 3.14370 3.18784
H -2.39128 3.52646 -0.74703
H 0.20593 1.04916 2.73366
H -1.40145 1.38513 -1.41186
H 1.15126 0.00972 -3.37445
H 0.72539 -1.57465 -3.79126
H 0.52754 -4.13022 0.20635
H 1.74981 -3.72074 -0.82443
H 1.97048 -2.61444 1.44790
H 2.20086 -1.67833 -0.00346
*
```

Which charges does natural (NBO) predict for the atoms? In e, they are: number 1, O, carries -0.5922; number 2, N, carries -0.3547; number 3, S, carries 0.1271; number 4, C, carries 0.6799; number 5, C, carries 0.3292; number 6, C, carries -0.2145; number 7, C, carries -0.2126; number 8, C, carries -0.2084; number 9, C, carries -0.2147; number 10, C, carries -0.2242; number 11, C, carries 0.1445; number 12, N, carries -0.7816; number 13, N, carries -0.2934; number 14, C, carries -0.4745; number 15, C, carries -0.5083; number 16, H, carries 0.2082; number 17, H, carries 0.2163; number 18, H, carries 0.2147; number 19, H, carries 0.2475; number 20, H, carries 0.2232; number 21, H, carries 0.3934; number 22, H, carries 0.3898; number 23, H, carries 0.2294; number 24, H, carries 0.2106; number 25, H, carries 0.2516; number 26, H, carries 0.2135

---

ii | DFT (ωB97M-V/def2-TZVPD) results for C10H11N3OS in the gas phase.

Calculated values
Molar mass, u: 221.29
LUMO energy, eV: 0.217

```
! wB97M-V def2-TZVPD RIJCOSX def2/J DEFGRID3
* xyz 0 1
C 2.66069 -1.01474 -1.53377
C 2.14508 -2.26016 -1.86572
C 1.93355 -0.21133 -0.69426
C 0.91634 -2.67469 -1.34357
C 0.77901 -0.69585 -0.07595
C 0.27904 -1.90231 -0.39701
C -0.19842 0.12436 0.73536
C -0.33818 4.34958 0.48262
C -1.18539 3.31207 0.67354
C -0.89322 2.24807 1.67823
N -1.26066 -0.49242 1.09544
N -2.43535 -2.34598 -0.66216
N -1.32400 -3.11853 1.53023
O 0.02960 1.36719 0.97609
S -1.32432 -2.13825 0.35798
H 3.69233 -0.65802 -1.77868
H 2.63568 -2.94973 -2.55504
H 2.20793 0.86298 -0.63754
H 0.45567 -3.58080 -1.74024
H -0.62082 5.07990 -0.32485
H 0.63685 4.54267 0.96506
H -2.13986 3.53370 0.15883
H -1.75531 1.47607 2.07482
H -0.31587 2.79076 2.54728
H -2.66369 -1.68579 -1.39038
H -1.91668 -3.95873 1.72366
*
```

Which charges does natural (NBO) predict for the atoms? In e, they are: number 1, C, carries -0.2082; number 2, C, carries -0.1921; number 3, C, carries -0.1681; number 4, C, carries -0.1800; number 5, C, carries -0.1211; number 6, C, carries -0.2659; number 7, C, carries 0.5799; number 8, C, carries -0.3534; number 9, C, carries -0.2451; number 10, C, carries -0.1379; number 11, N, carries -0.7063; number 12, N, carries -1.1516; number 13, N, carries -1.1771; number 14, O, carries -0.4836; number 15, S, carries 1.9752; number 16, H, carries 0.2283; number 17, H, carries 0.2245; number 18, H, carries 0.2306; number 19, H, carries 0.2359; number 20, H, carries 0.2018; number 21, H, carries 0.1983; number 22, H, carries 0.2248; number 23, H, carries 0.2603; number 24, H, carries 0.2129; number 25, H, carries 0.3894; number 26, H, carries 0.4285

---

Which one is most stable, and which one is least stable? i is the most stable of them, while ii is the least stable.

---

i | DFT (ωB97M-V/def2-TZVPD) results for a 3-piece molecular cluster, C3H9N3O6 overall.

Calculated values
Molar mass, u: 183.12
LUMO energy (alpha / beta), eV: 2.399 / 2.399

```
! wB97M-V def2-TZVPD RIJCOSX def2/J DEFGRID3
* xyz -1 2
C 0.61212 -0.62123 0.39026
N 1.17761 0.77297 -0.02747
O 1.02072 1.01755 -1.18902
O 1.72989 1.51604 0.80690
H 0.30333 -1.15830 -0.50657
H -0.22808 -0.59100 1.08399
H 1.40521 -1.23861 0.81209
C -3.56722 -2.74505 3.58563
N -2.47774 -1.89426 3.11398
O -1.90861 -1.12191 3.85990
O -2.05956 -2.17748 1.98433
H -3.34716 -3.74100 3.20120
H -4.49302 -2.38939 3.13341
H -3.52721 -2.68429 4.67319
C 2.64887 1.97559 -3.50993
N 1.56313 3.02695 -3.70024
O 1.15366 3.21479 -4.82012
O 1.33444 3.73585 -2.74969
H 2.26166 0.96120 -3.41408
H 2.96725 2.03740 -2.46930
H 3.43071 2.10416 -4.25847
*
```

Which charges does natural (NBO) predict for the atoms? In e, they are: number 1, C, carries -0.5022; number 2, N, carries 0.5436; number 3, O, carries -0.4020; number 4, O, carries -0.3927; number 5, H, carries 0.2176; number 6, H, carries 0.3034; number 7, H, carries 0.2197; number 8, C, carries -0.4804; number 9, N, carries 0.3401; number 10, O, carries -0.6584; number 11, O, carries -0.7290; number 12, H, carries 0.1799; number 13, H, carries 0.1736; number 14, H, carries 0.1906; number 15, C, carries -0.5130; number 16, N, carries 0.5419; number 17, O, carries -0.3951; number 18, O, carries -0.3546; number 19, H, carries 0.2468; number 20, H, carries 0.2472; number 21, H, carries 0.2229

---

ii | DFT (ωB97M-V/def2-TZVPD) results for a 3-piece molecular cluster, C3H9N3O6 overall.

Calculated values
Molar mass, u: 183.12
LUMO energy (alpha / beta), eV: 2.833 / 2.841

```
! wB97M-V def2-TZVPD RIJCOSX def2/J DEFGRID3
* xyz -1 2
C 7.95093 11.67240 13.70248
N 7.96830 10.51971 12.75457
O 7.63757 9.38560 13.12530
O 8.25980 10.77698 11.59674
H 7.26732 11.30445 14.46759
H 7.52641 12.55045 13.21574
H 8.98776 11.88142 13.96588
C 4.45795 8.52074 12.48871
N 3.75564 7.82893 13.69013
O 4.22729 8.16669 14.77507
O 2.81403 7.06858 13.40786
H 4.03620 9.49799 12.25375
H 4.29293 7.88248 11.62067
H 5.51772 8.65430 12.70582
C 5.38871 10.29103 16.57929
N 6.32451 9.25148 17.04369
O 7.26348 9.65353 17.83301
O 6.16230 8.11043 16.75361
H 5.67358 11.23280 17.04835
H 4.41181 9.98393 16.95274
H 5.44316 10.33309 15.49146
*
```

Which charges does natural (NBO) predict for the atoms? In e, they are: number 1, C, carries -0.4819; number 2, N, carries 0.3422; number 3, O, carries -0.6898; number 4, O, carries -0.6726; number 5, H, carries 0.1824; number 6, H, carries 0.1750; number 7, H, carries 0.1842; number 8, C, carries -0.5124; number 9, N, carries 0.5349; number 10, O, carries -0.3699; number 11, O, carries -0.4081; number 12, H, carries 0.2193; number 13, H, carries 0.2089; number 14, H, carries 0.2938; number 15, C, carries -0.4857; number 16, N, carries 0.5261; number 17, O, carries -0.4518; number 18, O, carries -0.3068; number 19, H, carries 0.2259; number 20, H, carries 0.2257; number 21, H, carries 0.2605

---

Which one is most stable, and which one is least stable? ii is the most stable of them, while i is the least stable.

---

i | DFT (ωB97M-V/def2-TZVPD) results for an isolated ion of composition C3H7NO2 and charge +1.

Calculated values
Molar mass, u: 89.09
LUMO energy (alpha / beta), eV: -3.720 / -8.871

```
! wB97M-V def2-TZVPD RIJCOSX def2/J DEFGRID3
* xyz 1 2
O 1.26448 0.31344 -2.03056
C 0.46565 -0.09739 -1.24935
O 0.03587 -1.37231 -1.27241
C -0.03649 0.61195 0.01317
C -1.26713 -0.02384 0.69186
N 1.08102 0.51204 0.94145
H 0.38119 -1.88971 -2.00177
H -0.15809 1.67632 -0.17117
H -1.01229 -0.65302 1.54472
H -1.98833 0.74060 0.95284
H -1.74380 -0.75375 0.04199
H 1.80317 1.23784 0.98016
H 1.17476 -0.30220 1.55907
*
```

Which charges does natural (NBO) predict for the atoms? In e, they are: number 1, O, carries -0.4528; number 2, C, carries 0.7795; number 3, O, carries -0.6687; number 4, C, carries -0.1899; number 5, C, carries -0.6251; number 6, N, carries -0.2802; number 7, H, carries 0.5326; number 8, H, carries 0.2795; number 9, H, carries 0.2334; number 10, H, carries 0.2613; number 11, H, carries 0.2717; number 12, H, carries 0.4325; number 13, H, carries 0.4263

---

ii | DFT (ωB97M-V/def2-TZVPD) results for a 2-piece molecular cluster, C3H7NO2 overall.

Calculated values
Molar mass, u: 89.09
LUMO energy (alpha / beta), eV: -4.630 / -8.426

```
! wB97M-V def2-TZVPD RIJCOSX def2/J DEFGRID3
* xyz 1 2
C -0.71782 0.61587 -1.61003
N -1.59011 -0.34370 -1.96182
H -1.04935 1.36465 -0.84341
H 0.12071 0.84001 -2.26112
H -1.30190 -0.95575 -2.72175
H -2.03451 -0.75121 -1.17602
O 0.75791 0.03570 -0.37248
C 0.51802 -0.18448 0.87815
O -0.17188 -1.08215 1.43521
C 1.28317 0.78411 1.77894
H 1.19966 0.32911 2.80094
H 2.25662 0.90901 1.36103
H 0.75097 1.74858 1.78885
*
```

Which charges does natural (NBO) predict for the atoms? In e, they are: number 1, C, carries 0.1722; number 2, N, carries -0.6766; number 3, H, carries 0.2290; number 4, H, carries 0.2468; number 5, H, carries 0.4280; number 6, H, carries 0.4183; number 7, O, carries -0.6120; number 8, C, carries 0.7506; number 9, O, carries -0.1033; number 10, C, carries -0.6572; number 11, H, carries 0.2528; number 12, H, carries 0.2819; number 13, H, carries 0.2695

---

Which one is most stable, and which one is least stable? i is the most stable of them, while ii is the least stable.